CH6O4P | ωB97M-V with the def2-TZVPD basis set

```
! wB97M-V def2-TZVPD RIJCOSX def2/J DEFGRID3
* xyz 1 1
C 1.795 -0.053 0.104
O -1.216 -0.320 1.318
O -1.936 1.217 -0.422
O -1.083 -1.067 -1.020
O 0.746 0.818 -0.342
P -0.859 0.167 -0.076
H 1.402 -0.719 0.885
H 2.794 0.525 0.373
H 2.007 -0.608 -0.866
H -1.041 0.292 2.007
H -2.038 1.641 -1.272
H -0.571 -1.894 -0.690
*
```

The LUMO energy is -4.0143 eV. The total energy is -18607.6469 eV. The maximum force is 5.6 eV/A. The value obtained for the HOMO-LUMO gap is 12.051 eV.